No. 1
The following is a quantum chemistry calculation of a molecular structure, C34H56N3OP2Sn, from the Open Molecules 2025 dataset.

Results
ΔE to the lowest compared entry with this formula, charge and spin, eV: 2.239
Total charge: +3
Kohn-Sham gap (alpha / beta), eV: 5.777 / 5.778
HOMO level (alpha / beta), Ha: -0.611 / -0.592
Energy, Ha: -2464.66394

Last column: Mulliken charge in e.
Cartesian coordinates (Å):
1 C 1.3392 1.8726 -1.2429  -0.29
2 C 0.3627 0.1465 -2.4766  1.23
3 C 2.0898 2.3249 -2.3414  -0.73
4 C 1.2699 0.4162 -3.5245  -1.14
5 C 2.0837 1.5244 -3.4851  -1.05
6 H 2.6932 3.2508 -2.2930  0.60
7 H 1.2756 -0.2726 -4.3684  0.58
8 H 2.7172 1.7870 -4.3319  0.53
9 N 0.4253 0.8721 -1.2972  0.96
10 P 1.5065 1.6940 1.6667  0.77
11 P -1.9576 -1.1239 -1.4920  0.23
12 C 1.5729 2.6065 0.0592  -1.97
13 H 2.5859 3.0364 0.0750  0.92
14 H 0.9048 3.4713 0.1627  0.94
15 C -1.4373 -0.6124 3.4587  0.26
16 O -1.4978 -0.8586 4.5650  -0.17
17 C -0.6554 -0.7950 -2.7113  -1.36
18 H -0.4824 -1.4499 -3.5964  0.49
19 C -2.3330 -2.9625 -0.5188  2.33
20 C -3.3604 -0.3137 -2.5758  1.54
21 C 3.3415 0.9827 1.8506  1.78
22 C 1.1053 3.0857 2.9408  1.47
23 C -1.8452 -3.0589 0.9428  -1.46
24 H -2.4972 -2.5213 1.6406  0.26
25 H -1.8940 -4.1229 1.2323  0.59
26 H -0.8050 -2.7455 1.0962  0.03
27 C -3.8352 -3.2300 -0.5014  -1.83
28 H -4.3547 -2.4987 0.1334  0.38
29 H -4.2832 -3.2308 -1.5034  0.33
30 H -3.9983 -4.2262 -0.0556  0.52
31 C -1.5753 -3.9818 -1.3458  -1.74
32 H -1.9228 -4.9979 -1.1228  0.51
33 H -1.6781 -3.8442 -2.4244  0.41
34 H -0.5188 -3.9446 -1.0813  0.01
35 C -4.6457 -0.1211 -1.7901  -1.55
36 H -4.5352 0.6596 -1.0543  0.20
37 H -5.4375 0.1763 -2.4643  0.54
38 H -4.9661 -0.9948 -1.2633  0.34
39 C -2.9114 1.0810 -3.0542  -1.29
40 H -2.4851 1.6687 -2.2291  0.02
41 H -2.1645 1.0425 -3.8539  0.32
42 H -3.7762 1.6492 -3.4227  0.56
43 C -3.4945 -1.3100 -3.7111  -1.56
44 H -2.5668 -1.4598 -4.2255  0.40
45 H -3.8298 -2.2570 -3.3584  0.29
46 H -4.2161 -0.9926 -4.4342  0.48
47 C 1.1862 2.5092 4.3688  -1.58
48 H 0.8973 3.2926 5.0898  0.50
49 H 0.4946 1.6627 4.5025  0.23
50 H 2.1987 2.1714 4.6301  0.31
51 C -0.3327 3.5958 2.7120  -1.65
52 H -0.4401 4.0908 1.7366  0.33
53 H -1.0852 2.7991 2.7824  0.12
54 H -0.5656 4.3499 3.4844  0.69
55 C 2.0446 4.2730 2.7466  -1.65
56 H 2.0034 4.6590 1.7248  0.31
57 H 1.7223 5.0852 3.4085  0.53
58 H 3.0813 4.0496 2.9906  0.35
59 C 3.7609 0.4420 0.4686  -1.44
60 H 3.9466 1.2528 -0.2499  0.28
61 H 4.7042 -0.1281 0.5527  0.68
62 H 2.9968 -0.2339 0.0562  -0.08
63 C 3.3290 -0.1984 2.8393  -1.45
64 H 2.5229 -0.8958 2.6182  0.13
65 H 4.2662 -0.7636 2.7603  0.47
66 H 3.2376 0.1320 3.8722  0.35
67 C 4.3717 2.0243 2.3114  -1.92
68 H 4.3839 2.9132 1.6683  0.40
69 H 4.2259 2.3313 3.3552  0.39
70 H 5.3832 1.5862 2.2545  0.48
71 Sn -0.6750 0.1885 0.5879  1.35
72 N 1.5013 -2.4133 1.0697  -0.44
73 C 2.2886 -3.1250 0.5922  -0.50
74 C 2.8961 -3.8537 -0.5551  2.34
75 C 1.9897 -3.6806 -1.7733  -1.46
76 C 4.1735 -3.1241 -0.9592  -1.55
77 C 3.0611 -5.3197 -0.2436  -1.84
78 H 1.0277 -4.1757 -1.6384  0.46
79 H 1.7697 -2.6294 -2.0038  0.14
80 H 2.5016 -4.1401 -2.6108  0.55
81 H 4.9131 -2.9717 -0.1756  0.39
82 H 4.6408 -3.6693 -1.7763  0.46
83 H 3.8981 -2.1335 -1.3404  0.27
84 H 3.4293 -5.8070 -1.1338  0.43
85 H 3.7614 -5.5207 0.5616  0.42
86 H 2.1210 -5.7808 0.0160  0.40
87 C -4.6601 3.6294 0.8323  -0.66
88 C -3.6305 3.8877 -0.0796  -1.13
89 C -2.5510 3.0144 -0.1613  -0.57
90 N -2.4710 1.8836 0.5847  1.24
91 C -3.4809 1.6173 1.4489  -0.31
92 C -4.5623 2.4759 1.6191  -0.78
93 H -5.5110 4.3125 0.9357  0.47
94 H -3.6425 4.7651 -0.7245  0.55
95 H -1.7208 3.2230 -0.8377  0.48
96 H -3.4069 0.6947 2.0314  0.27
97 H -5.3073 2.2300 2.3766  0.52



No. 2
The following is a quantum chemistry calculation of a molecular structure, C34H57AlN3O2SSi, from the Open Molecules 2025 dataset.

Results
ΔE to the lowest compared entry with this formula, charge and spin, eV: 1.316
Total charge: +1
Kohn-Sham gap, eV: 8.685
HOMO level, Ha: -0.425
Energy, Ha: -2574.51714

Last column: Mulliken charge in e.
Cartesian coordinates (Å):
1 O 1.6280 -2.3552 -3.2781  -0.09
2 O 0.8356 -0.3094 -4.7486  0.08
3 C 2.8207 -2.1507 -2.5038  0.43
4 C 3.0203 -3.0801 -1.3188  -1.60
5 H 2.8319 -1.1120 -2.0971  -0.18
6 H 3.6614 -2.2206 -3.2361  0.37
7 H 2.3112 -2.8237 -0.5257  0.19
8 H 4.0321 -2.9402 -0.9157  0.49
9 H 2.9237 -4.1238 -1.6335  0.37
10 C 0.5145 -3.1426 -2.7520  1.19
11 C 0.2854 -4.2614 -3.7614  -1.45
12 H -0.3728 -2.4916 -2.6473  -0.72
13 H 0.7406 -3.5244 -1.7517  0.08
14 H -0.0185 -3.8325 -4.7303  0.16
15 H -0.4811 -4.9768 -3.4298  0.45
16 H 1.2409 -4.7889 -3.9517  0.29
17 C -0.3975 0.1570 -5.3110  0.27
18 C 1.8770 -0.8191 -5.6210  -0.07
19 C -1.5287 -0.8464 -5.1959  -1.22
20 H -0.2357 0.5107 -6.3540  0.53
21 H -0.6867 1.0456 -4.7135  -0.56
22 H -1.4246 -1.6942 -5.8805  0.41
23 H -2.4399 -0.3109 -5.4744  0.46
24 H -1.6466 -1.2110 -4.1678  -0.10
25 C 1.5108 -1.7618 -6.7481  -1.49
26 H 2.5263 -1.3692 -4.9317  -0.15
27 H 2.4765 0.0207 -6.0241  0.40
28 H 1.0989 -2.7130 -6.3923  0.20
29 H 2.4622 -1.9889 -7.2419  0.48
30 H 0.8626 -1.3090 -7.4992  0.36
31 H 0.8782 -0.0699 -2.8995  -0.25
32 N -0.6143 -0.4636 0.9374  1.86
33 C -1.3906 0.0456 1.9425  1.17
34 C -2.1696 1.2106 1.8523  -2.08
35 C -2.5423 1.9112 0.7079  1.45
36 C -1.5533 -0.7741 3.1937  -1.40
37 H -0.6035 -1.1611 3.5977  0.21
38 H -2.2367 -1.6225 3.0187  0.24
39 H -2.0030 -0.1305 3.9616  0.56
40 C -3.7820 2.7142 0.6557  -1.69
41 H -4.4710 2.3342 -0.0942  0.28
42 H -3.5730 3.7588 0.4511  0.27
43 H -4.2690 2.6532 1.6242  0.54
44 N -1.7605 1.8742 -0.3851  3.02
45 C -0.2908 -1.8780 0.9913  0.51
46 C 0.9317 -2.3124 1.5303  0.09
47 C 1.9520 -1.3578 2.0460  -1.21
48 C 1.1489 -3.6837 1.7041  -0.45
49 H 2.0975 -3.9986 2.1390  0.45
50 C 0.1687 -4.6241 1.3822  -1.06
51 H 0.3393 -5.6898 1.5595  0.41
52 C -1.0609 -4.1825 0.8878  -1.04
53 H -1.8835 -4.8767 0.6774  0.43
54 C -1.3039 -2.8174 0.7103  0.78
55 C -2.6782 -2.3814 0.2925  -1.21
56 C -2.0795 2.5436 -1.6240  -1.74
57 C -1.5237 3.8138 -1.8907  0.95
58 C -0.7687 4.5641 -0.8403  -1.31
59 C -1.6453 4.3589 -3.1743  -0.79
60 H -1.2216 5.3430 -3.3719  0.43
61 C -2.2686 3.6371 -4.1869  -0.95
62 H -2.3223 4.0519 -5.1913  0.39
63 C -2.8254 2.3877 -3.9256  -0.85
64 H -3.3363 1.8368 -4.7172  0.49
65 C -2.7437 1.8244 -2.6477  1.46
66 C -3.3085 0.4556 -2.4073  -0.73
67 Al -0.1069 1.0655 -0.0966  -3.34
68 H 2.8829 -1.9185 2.1806  0.51
69 H 1.6640 -0.9566 3.0280  0.33
70 H 2.1661 -0.5147 1.3837  -0.04
71 H -2.6526 -1.6442 -0.5241  -0.01
72 H -3.2512 -1.9586 1.1344  0.25
73 H -3.2247 -3.2686 -0.0677  0.51
74 H -0.4213 5.5167 -1.2590  0.46
75 H 0.1089 4.0076 -0.4845  0.23
76 H -1.3884 4.8081 0.0329  0.28
77 H -3.8958 0.3807 -1.4830  0.38
78 H -2.5192 -0.3144 -2.3870  -0.48
79 H -3.9902 0.1814 -3.2227  0.56
80 H -2.6786 1.4697 2.7749  0.50
81 C 0.9068 0.8849 -2.2187  2.48
82 Si 1.9920 2.1565 -3.2000  0.17
83 H -0.1121 1.3219 -2.2032  -0.83
84 H 1.4536 0.6357 -1.2647  0.10
85 C 3.6396 1.2867 -3.3857  -1.02
86 C 2.3113 3.7340 -2.2221  -0.84
87 C 1.3757 2.8288 -4.8594  -0.84
88 H 2.0475 3.6462 -5.1734  0.57
89 H 0.3619 3.2507 -4.8117  0.24
90 H 1.4010 2.0734 -5.6553  0.07
91 H 4.0902 1.1825 -2.3881  0.33
92 H 4.3165 1.8797 -4.0152  0.47
93 H 3.5369 0.2892 -3.8305  0.15
94 H 2.6548 3.5239 -1.2010  0.12
95 H 1.4102 4.3628 -2.1847  0.17
96 H 3.0961 4.3087 -2.7402  0.48
97 S 3.7849 2.5002 1.3825  -0.30
98 C 2.2455 2.3118 1.0847  0.90
99 N 1.0792 2.0976 0.8121  -0.37



Among the records above, which one has the highest ΔE to the lowest compared entry with this formula, charge and spin? C34H56N3OP2Sn